*a*
Density functional theory data (the ωB97M-V functional and the def2-TZVPD basis) for a structure of composition C2H6N4S.

* LUMO energy (alpha / beta): -1.1 / -0.8 eV
* HOMO level (alpha / beta): -8.91 / -8.84 eV

Geometry (Å):
C  0.59  -1.05  -1.68
C  -0.19  -1.34  -0.32
N  0.49  2.10  2.28
N  -0.05  -0.53  0.76
N  0.06  0.93  0.39
N  -0.27  1.74  1.36
S  -1.78  2.17  0.96
H  0.47  -1.95  -2.25
H  -0.06  -0.31  -2.24
H  1.69  -0.91  -1.59
H  0.05  -2.32  0.15
H  -1.22  -1.38  -0.66
H  0.22  2.85  2.84

*b*
Density functional theory data (the ωB97M-V functional and the def2-TZVPD basis) for a cluster of 2 separate species, C2H6N4S in total.

* LUMO energy: 0.6 eV
* HOMO level: -8.98 eV

Geometry (Å):
C  0.02  1.10  0.10
C  -0.10  0.80  1.59
N  0.47  -0.83  -1.05
N  0.62  -1.93  -1.31
N  0.91  1.84  -0.31
N  0.85  -2.98  -1.85
S  -1.71  1.24  -0.57
H  0.15  1.77  2.07
H  0.69  0.04  1.82
H  -1.07  0.32  1.95
H  0.88  2.10  -1.33
H  0.58  -3.88  -1.50
H  -2.31  0.41  0.40

*c*
Density functional theory data (the ωB97M-V functional and the def2-TZVPD basis) for the molecule C2H6N4S.

* LUMO energy: 0.7 eV
* HOMO level: -7.45 eV

Geometry (Å):
C  0.60  1.63  0.00
C  1.37  0.53  0.03
N  -0.72  1.41  0.40
N  0.76  -0.64  0.45
N  -1.00  0.08  0.74
N  0.96  -1.75  -0.26
S  -2.29  -0.51  -0.10
H  0.98  2.61  -0.22
H  2.31  0.39  -0.43
H  -1.64  1.88  -0.05
H  1.18  -1.54  -1.34
H  0.33  -2.53  0.02
H  -2.82  -1.55  0.75

Short version: *b* is the most stable of them.

*a*
Density functional theory data (the ωB97M-V functional and the def2-TZVPD basis) for the molecule C6H13NSi2.

* LUMO energy (alpha / beta): -0.3 / -0.3 eV
* HOMO level (alpha / beta): -6.39 / -6.39 eV

Geometry (Å):
C  -1.16  -0.04  -0.45
C  -0.44  -1.35  -0.42
C  -0.07  0.86  -0.09
C  0.85  -1.20  -0.03
C  0.03  2.30  -0.01
C  1.96  -2.15  -0.05
N  1.14  0.18  0.14
Si  -3.04  -0.07  0.33
Si  2.80  0.71  0.72
H  -1.42  0.05  -1.59
H  -0.86  -2.30  -0.74
H  -0.04  2.72  1.06
H  0.98  2.78  -0.19
H  -0.78  2.74  -0.66
H  1.72  -3.17  0.30
H  2.49  -2.18  -0.99
H  2.71  -1.67  0.61
H  -4.18  -0.81  -0.49
H  -3.10  -1.01  1.51
H  -3.54  1.40  0.55
H  2.89  2.03  0.08
H  3.75  0.01  -0.02

*b*
Density functional theory data (the ωB97M-V functional and the def2-TZVPD basis) for the molecule C6H13NSi2.

* LUMO energy (alpha / beta): -0.9 / -0.9 eV
* HOMO level (alpha / beta): -7.52 / -7.52 eV

Geometry (Å):
C  2.68  0.32  -0.14
C  1.86  1.53  -0.23
C  2.33  -0.86  0.09
C  0.53  1.41  -0.03
C  2.12  -2.29  0.29
C  -0.34  2.70  -0.05
N  -0.13  0.26  0.14
Si  -3.58  -0.48  0.33
Si  -1.32  -0.81  -0.37
H  3.84  0.38  -0.20
H  2.30  2.45  -0.44
H  0.97  -2.69  0.31
H  2.42  -2.84  -0.56
H  2.67  -2.47  1.16
H  -0.52  2.88  -1.15
H  -1.28  2.34  0.35
H  0.21  3.47  0.44
H  -3.57  -1.40  1.52
H  -4.36  -1.40  -0.54
H  -4.51  0.58  0.67
H  -0.95  -2.15  0.33
H  -1.37  -0.93  -1.91

Short version: *a* is the most stable of them.

*a*
Density functional theory data (the ωB97M-V functional and the def2-TZVPD basis) for the ion C5H10N3O with charge +1.

* SMILES: C1=N[C@H]2[NH2+]CCN[C@H]2O1
* charge: +1
* LUMO energy: -3.5 eV
* HOMO level: -14.00 eV

Geometry (Å):
C  -2.05  -0.16  -0.71
N  -1.57  -1.24  -0.26
C  -0.68  -0.82  0.82
N  0.73  -1.21  0.54
C  1.28  -0.58  -0.74
C  1.06  0.96  -0.77
N  0.56  1.35  0.53
C  -0.76  0.76  0.83
O  -1.78  0.98  -0.23
H  -2.79  -0.16  -1.45
H  -1.16  -1.09  1.77
H  0.75  -2.23  0.36
H  1.50  -0.94  1.35
H  0.69  -1.15  -1.51
H  2.36  -0.70  -0.64
H  2.02  1.41  -0.98
H  0.37  1.34  -1.55
H  0.60  2.23  0.96
H  -1.12  1.24  1.68

*b*
Density functional theory data (the ωB97M-V functional and the def2-TZVPD basis) for a cluster of 2 separate species, C5H10N3O in total.

* charge: +1
* LUMO energy (alpha / beta): -5.7 / -5.7 eV
* HOMO level (alpha / beta): -13.34 / -13.35 eV

Geometry (Å):
C  3.62  0.81  -0.21
C  2.68  1.64  0.00
C  3.36  -0.73  -0.10
C  0.53  0.13  0.33
C  -0.93  0.51  0.27
N  2.29  -1.35  0.02
N  0.99  -1.00  0.01
N  -4.23  -0.21  -0.12
O  -1.64  -0.64  -0.06
H  4.55  0.95  -0.57
H  1.81  2.08  0.39
H  4.36  -1.13  -0.10
H  -0.93  1.28  -0.48
H  -1.03  1.04  1.30
H  0.45  -1.77  -0.24
H  -5.07  -0.17  0.40
H  -3.91  -1.17  -0.05
H  -4.29  0.06  -1.09
H  -2.62  -0.34  0.27

*c*
Density functional theory data (the ωB97M-V functional and the def2-TZVPD basis) for the ion C5H10N3O with charge +1.

* SMILES: O=C1NN[C@]12CCC[NH2+]2
* charge: +1
* LUMO energy: -3.4 eV
* HOMO level: -13.58 eV

Geometry (Å):
O  -2.29  1.52  -0.27
C  -1.97  0.40  -0.06
N  -2.57  -0.81  0.02
N  -1.29  -1.47  0.32
C  -0.53  -0.24  0.11
C  0.39  0.15  1.23
C  1.62  0.89  0.61
C  1.77  0.09  -0.69
N  0.28  0.01  -1.15
H  -3.29  -1.14  0.64
H  -1.34  -2.32  -0.22
H  0.84  -0.63  1.66
H  0.04  0.90  1.86
H  1.60  1.89  0.31
H  2.39  0.84  1.34
H  2.15  0.57  -1.61
H  1.99  -0.99  -0.64
H  -0.10  0.99  -1.47
H  0.29  -0.64  -1.99

Short version: *a* is the most stable of them.